Computed, not measured: C15H27AlClIN2OP2S as an isolated structure, with ωB97M-V/def2-TZVPD.

Summary:
- total charge = +2
- energy above the lowest of the compared OMol25 structures with the same formula, charge and spin (eV) = 0.1211
- E_HOMO (eV) = -14.265

```
51
Properties=species:S:1:pos:R:3:forces:R:3:nbo_charge:R:1
C 0.009 0.467 -6.397 0.00 0.06 -0.20 -0.7522
C 0.014 1.065 -5.027 0.02 3.10 0.68 0.5820
H 0.013 1.276 -7.142 0.00 -0.17 0.33 0.2813
H -0.898 -0.144 -6.525 0.39 0.08 0.08 0.2751
H 0.910 -0.154 -6.526 -0.39 0.08 0.08 0.2752
O 0.022 2.201 -4.644 -0.02 -2.85 -0.96 -0.4411
I 0.001 -0.563 -3.465 0.00 0.01 -0.54 0.0421
Al 0.002 -0.608 -0.504 -0.01 -1.07 1.18 1.2177
P 2.324 -0.106 -0.400 1.65 0.15 0.03 0.8622
C 2.965 1.234 0.656 -0.41 0.26 0.22 -0.9351
C 3.142 -1.623 0.228 -0.35 -0.15 0.05 -0.9297
H 4.228 -1.501 0.116 -0.31 0.02 0.05 0.2703
H 4.296 0.086 -1.775 -0.32 0.06 0.00 0.2687
H 2.812 -2.494 -0.354 0.14 0.22 0.14 0.2674
H 2.875 -0.451 -2.739 0.25 0.13 0.17 0.2629
H 2.511 1.218 1.653 0.14 -0.04 -0.17 0.2662
H 2.902 -1.795 1.286 0.05 0.08 -0.27 0.2584
C 3.219 0.223 -1.947 -0.28 -0.04 -0.31 -0.9398
H 4.058 1.165 0.754 -0.32 -0.13 -0.16 0.2739
H 3.025 1.256 -2.257 0.06 -0.20 0.00 0.2618
H 2.712 2.191 0.181 0.09 -0.17 0.15 0.2597
P -2.316 -0.080 -0.396 -1.65 0.16 0.03 0.8626
C -2.942 1.272 0.653 0.42 0.25 0.23 -0.9351
C -3.208 0.252 -1.944 0.27 -0.04 -0.30 -0.9398
H -2.835 -2.461 -0.345 -0.14 0.22 0.14 0.2674
H -4.237 -1.448 0.127 0.31 0.02 0.05 0.2703
H -2.912 -1.758 1.294 -0.05 0.09 -0.27 0.2582
C -3.152 -1.585 0.237 0.35 -0.15 0.06 -0.9297
H -2.873 -0.431 -2.732 -0.24 0.13 0.17 0.2628
H -4.286 0.130 -1.770 0.32 0.06 0.00 0.2686
H -4.036 1.225 0.743 0.32 -0.15 -0.16 0.2740
H -2.667 2.224 0.180 -0.10 -0.16 0.14 0.2594
H -3.001 1.281 -2.261 -0.06 -0.20 0.00 0.2617
H -2.497 1.249 1.653 -0.14 -0.04 -0.17 0.2664
Cl -0.008 -2.737 -1.210 0.00 0.73 -0.12 -0.5230
N -0.004 -3.222 1.678 -0.01 0.00 -0.30 -0.7767
C -0.008 -2.028 2.261 0.02 0.44 0.16 0.3144
N -0.001 -0.829 1.633 0.01 -0.61 -0.70 -0.7658
C -0.002 0.240 2.582 -0.03 -0.33 0.20 0.1841
C -0.001 1.625 2.341 0.00 -0.39 0.00 -0.2910
C -0.010 2.502 3.435 0.01 -0.10 -0.23 -0.1736
C -0.021 2.020 4.749 0.01 -0.27 -0.14 -0.1923
C -0.022 0.643 4.985 0.01 0.19 -0.20 -0.1806
C -0.013 -0.229 3.902 0.00 0.60 0.22 -0.2369
S -0.017 -1.978 3.999 0.00 0.60 -0.45 0.4579
H -0.016 -4.060 2.251 0.01 0.29 -0.26 0.4321
H -0.001 -3.289 0.646 -0.01 -0.22 1.03 0.4215
H 0.005 1.997 1.307 0.00 -0.02 0.47 0.2164
H -0.008 3.584 3.270 0.00 -0.46 -0.03 0.2433
H -0.028 2.726 5.581 0.00 -0.30 -0.25 0.2513
H -0.028 0.221 5.980 -0.01 0.22 0.15 0.2454
```
Forces are in eV/Å.



Computed, not measured: C15H27AlF6NO3P as an isolated structure, with ωB97M-V/def2-TZVPD.

Summary:
- total charge = 0
- E_HOMO (eV) = -9.498

```
54
Properties=species:S:1:pos:R:3:forces:R:3:nbo_charge:R:1
C 4.482 1.504 0.711 -0.51 -0.89 -0.57 -0.7459
C 3.530 2.463 0.028 1.55 -2.28 -0.74 0.7892
O 3.217 3.432 0.559 -1.28 3.77 1.65 -0.4924
O 3.048 2.238 -1.259 -0.05 -0.80 0.27 -0.5129
C 2.508 0.960 -1.465 -0.16 -0.22 -1.35 -0.1643
C 1.020 0.937 -1.241 1.33 1.81 0.68 0.5317
N 0.240 0.034 -1.681 -0.68 -0.82 1.18 -0.3342
C 0.595 -1.131 -2.475 0.63 0.05 -0.22 -0.2743
C 1.703 -2.022 -1.856 0.42 -0.70 -1.21 0.2002
C 1.476 -3.518 -2.128 0.13 0.33 0.58 -0.6526
F 1.895 -1.805 -0.510 -0.26 0.16 0.28 -0.3519
C -1.135 0.453 -1.280 -1.97 1.10 -0.43 0.1701
O -1.395 1.489 -2.266 -0.82 -0.50 0.07 -0.7433
P -2.607 -0.665 -1.615 0.12 -0.89 -1.74 0.7083
C -4.145 0.050 -0.906 0.73 0.61 0.37 -0.9104
C -2.360 -2.440 -1.140 -0.48 0.05 0.04 -0.9413
C -0.957 1.264 -0.003 2.30 0.11 1.06 -0.2488
C -0.487 0.597 1.334 -0.92 -1.00 0.23 -0.4233
C -0.572 -0.942 1.434 -0.05 0.28 0.25 -0.4482
C -1.895 -1.450 2.021 0.78 -0.49 0.77 0.0466
F -2.904 -0.508 1.966 -0.27 -0.02 -0.51 -0.3691
C 0.324 2.044 -0.475 -0.14 -0.17 0.38 -0.4784
H 5.111 0.938 0.022 0.05 0.11 0.05 0.2245
H 5.062 2.055 1.442 0.05 0.14 -0.15 0.2701
H 3.875 0.787 1.275 0.10 -0.02 -0.02 0.2457
H 2.638 0.735 -2.536 0.16 0.00 0.09 0.2194
H 3.013 0.154 -0.928 -0.12 0.15 0.24 0.2448
H -0.269 -1.730 -2.750 -0.31 0.34 0.37 0.2497
H 1.003 -0.742 -3.413 -0.10 -0.12 -0.06 0.2352
H 2.640 -1.765 -2.358 0.05 0.28 0.28 0.1664
H 2.379 -3.980 -2.520 -0.07 0.02 -0.16 0.2339
H 0.641 -3.685 -2.805 0.02 -0.14 0.02 0.2183
H 1.296 -3.991 -1.160 -0.29 -0.06 -0.13 0.2468
H -2.030 1.102 -2.898 0.23 0.13 -0.06 0.4898
H -4.403 0.900 -1.539 0.05 -0.10 -0.09 0.2482
H -4.933 -0.692 -1.036 0.10 -0.09 0.20 0.2560
H -4.066 0.432 0.111 -0.15 -0.44 0.10 0.2641
H -1.341 -2.709 -0.866 -0.10 0.14 0.31 0.2349
H -3.085 -2.753 -0.390 0.28 0.02 0.27 0.2520
H -2.602 -3.027 -2.029 0.04 0.18 -0.06 0.2436
H -1.823 1.852 0.283 -0.07 0.24 -0.79 0.2731
H 0.525 0.866 1.626 0.03 0.24 -0.34 0.2134
H -1.121 1.009 2.126 0.30 0.03 -0.03 0.2890
H 0.196 -1.240 2.150 0.03 -0.08 -0.10 0.2384
H -0.295 -1.422 0.493 -0.21 0.01 0.01 0.1752
H -1.730 -1.672 3.077 -0.11 0.25 0.06 0.1930
H -2.216 -2.395 1.581 -0.25 0.20 -0.28 0.1506
H 0.143 2.962 -1.036 -0.03 -0.39 -0.64 0.2954
H 0.967 2.416 0.321 -0.11 -0.28 0.24 0.2700
F -0.752 0.851 4.918 -0.06 0.47 -0.17 -0.7974
Al -1.031 2.528 5.212 -0.06 0.13 0.22 2.1637
F 0.252 3.171 6.138 -0.36 -0.26 -0.38 -0.7839
F -2.509 2.725 6.043 0.46 -0.11 -0.34 -0.7835
F -1.111 3.335 3.691 0.06 -0.45 0.30 -0.7952
```
Forces are in eV/Å.



Computed, not measured: a 3-piece molecular cluster, C15H27BF6IN2O7 overall, with ωB97M-V/def2-TZVPD.

Summary:
- total charge = +1
- E_HOMO (eV) = -11.739

```
59
Properties=species:S:1:pos:R:3:forces:R:3:nbo_charge:R:1
C 0.531 2.750 -1.422 0.40 0.19 0.22 -0.6370
C 1.130 1.751 -0.452 -0.33 -0.28 -0.91 -0.2659
I 3.079 1.214 -1.235 0.04 0.13 0.34 0.0602
C 0.265 0.481 -0.373 0.17 0.49 0.51 -0.4467
C -0.205 0.120 1.049 0.11 -0.12 -0.16 -0.0669
C -0.618 -1.364 1.025 -0.06 0.42 -0.13 -0.2406
N -0.434 -2.101 2.331 0.11 -0.20 -0.46 -0.4977
C 0.806 -1.746 3.118 -0.16 -0.03 0.32 -0.2659
C 1.608 -0.624 2.472 -0.02 0.39 -0.06 0.2465
O 2.295 -1.042 1.334 -0.23 -0.23 0.26 -0.7368
B 3.424 -1.857 1.497 -0.07 -0.17 -0.37 1.2550
O 4.351 -1.699 2.457 0.12 0.62 0.64 -0.8714
O 3.541 -2.915 0.660 -0.23 0.18 -0.88 -0.8742
N 0.750 0.464 2.100 -0.20 -0.18 -0.09 -0.6166
H -0.344 3.199 -0.965 -0.43 0.02 -0.08 0.2203
H 1.230 3.550 -1.624 0.12 0.25 -0.03 0.2287
H 0.293 2.282 -2.366 -0.24 -0.08 -0.26 0.2159
H 1.236 2.223 0.509 0.48 -0.09 0.37 0.2318
H -0.621 0.661 -0.968 -0.30 -0.09 -0.24 0.2258
H 0.793 -0.348 -0.814 0.14 -0.32 -0.12 0.2205
H -1.097 0.700 1.236 -0.23 0.27 0.22 0.2180
H -0.065 -1.895 0.270 0.38 -0.27 -0.05 0.2302
H -1.660 -1.430 0.757 -0.38 -0.21 0.02 0.2402
H -1.285 -2.012 2.882 0.11 0.08 0.21 0.4408
H -0.363 -3.088 2.089 -0.22 -0.09 0.02 0.4482
H 0.488 -1.390 4.085 -0.23 0.11 0.31 0.2298
H 1.364 -2.653 3.301 0.24 -0.24 -0.19 0.2384
H 2.277 -0.264 3.248 0.25 0.10 0.21 0.1920
H 4.334 -0.823 2.868 0.16 -0.36 0.01 0.4978
H 3.010 -2.717 -0.132 0.21 -0.48 0.27 0.4956
H 0.273 0.842 2.907 0.12 0.12 0.05 0.3806
C -1.348 8.369 -4.473 -0.18 -0.04 0.20 -0.6393
C -0.147 7.821 -3.735 0.09 0.14 -0.50 -0.0785
O -0.407 7.714 -2.318 -0.05 -0.11 0.20 -0.4714
C -1.081 6.648 -1.923 0.17 0.11 -0.38 0.6936
O -1.487 5.752 -2.604 0.00 -0.03 0.16 -0.5497
C -1.239 6.679 -0.392 -0.14 0.04 0.26 0.8977
F -1.619 7.888 0.038 0.10 -0.37 -0.02 -0.2994
F -0.064 6.366 0.189 -0.26 0.07 -0.07 -0.3158
F -2.148 5.778 -0.003 0.24 0.21 -0.02 -0.3075
H -1.654 9.323 -4.046 0.07 0.04 -0.04 0.2202
H -1.104 8.518 -5.524 0.04 0.00 -0.01 0.2284
H -2.195 7.687 -4.410 0.04 -0.06 -0.04 0.2232
H 0.698 8.500 -3.818 0.00 0.02 0.18 0.2021
H 0.161 6.852 -4.125 -0.09 -0.09 0.11 0.1977
C 0.211 -7.615 -0.869 -0.27 0.02 -0.04 -0.6411
C 0.225 -6.687 0.325 0.46 -0.22 -0.15 -0.0797
O -1.046 -6.011 0.482 -0.15 0.15 0.18 -0.5041
C -2.003 -6.717 1.085 0.37 -0.12 -0.05 0.6853
O -1.906 -7.818 1.531 -0.13 0.10 -0.02 -0.5097
C -3.287 -5.874 1.178 -0.46 0.01 -0.16 0.8987
F -3.556 -5.259 0.015 0.05 -0.13 0.35 -0.3054
F -3.122 -4.908 2.119 0.03 -0.07 -0.12 -0.3375
F -4.325 -6.622 1.523 0.32 0.29 -0.07 -0.2813
H -0.069 -7.071 -1.772 0.08 0.03 -0.01 0.2186
H 1.198 -8.051 -1.015 0.03 0.02 0.02 0.2347
H -0.505 -8.423 -0.731 0.04 -0.04 0.06 0.2315
H 0.957 -5.894 0.184 -0.11 0.11 0.00 0.1872
H 0.474 -7.216 1.244 -0.15 -0.02 0.04 0.2054
```
Forces are in eV/Å.



Computed, not measured: C15H27Br2Cl2F2I2KLiN2O6P2 as an isolated structure, with ωB97M-V/def2-TZVPD.

Summary:
- total charge = -1
- E_HOMO (eV) = -4.703

```
62
Properties=species:S:1:pos:R:3:forces:R:3:lowdin_charge:R:1
C -3.005 -1.457 -6.314 -0.13 0.79 0.15 -0.1186
C -3.855 -1.419 -5.030 0.11 -0.66 -0.63 -0.3287
C -3.213 -1.944 -3.743 -0.01 0.63 -0.08 -0.7735
I -2.442 -3.913 -4.092 -0.27 -0.27 -0.43 0.9171
C -2.259 -0.939 -3.053 -0.65 -0.73 0.42 -0.6746
I -1.130 -2.097 -1.562 0.50 0.53 0.34 1.0219
C -3.022 0.059 -2.085 0.32 -0.69 -0.89 -0.6426
Br -4.892 0.456 -2.385 -0.15 -0.01 -0.04 0.8453
C -2.245 1.304 -2.283 0.37 1.20 -0.48 -0.4432
N -2.403 2.376 -1.436 -0.96 -1.38 2.14 0.1787
C -1.610 2.248 -0.421 0.71 -0.10 -1.33 -0.3028
C -0.225 1.645 -0.704 -2.64 0.09 0.89 -0.1949
C -1.976 2.623 0.971 0.36 0.25 -0.17 0.0119
N -1.397 1.261 -3.227 -1.37 -0.15 -0.83 -0.0851
P -0.233 2.714 -3.661 2.28 0.59 -0.77 0.6497
O -0.896 4.027 -2.962 -0.95 -0.12 -0.24 -0.3016
Cl -0.694 2.996 -5.543 -0.54 -0.20 -0.10 0.4545
C -1.381 -0.055 -3.931 1.30 1.18 -0.48 -0.2750
C 0.103 -0.384 -4.190 -0.06 -0.62 0.38 -0.1530
C 0.350 -1.770 -4.717 0.03 0.00 -0.22 -0.3187
O 0.400 -2.028 -5.889 -0.07 -0.07 -0.17 0.0591
H -2.787 -0.438 -6.628 0.14 0.12 -0.11 0.0751
H -2.053 -1.956 -6.202 0.08 -0.26 -0.07 0.0187
H -3.568 -1.887 -7.133 0.03 -0.31 -0.07 0.0776
H -4.253 -0.420 -4.896 0.01 0.16 0.25 0.0645
H -4.711 -2.067 -5.199 -0.24 0.01 0.11 0.0998
H -4.008 -2.113 -3.027 -0.06 -0.21 0.13 0.0409
H -2.957 -0.363 -1.096 -0.31 0.45 0.39 0.0230
H 0.556 2.280 -0.310 -4.53 1.26 -0.56 -0.0808
H -0.164 0.657 -0.232 0.11 0.04 0.20 0.0627
H -0.062 1.489 -1.765 0.76 0.12 0.53 -0.0045
H -1.395 2.005 1.649 0.09 -0.02 0.15 0.0899
H -1.743 3.662 1.195 -0.12 0.18 0.07 0.0987
H -3.024 2.411 1.134 -0.23 0.25 0.01 0.0930
H -0.336 4.279 -2.222 0.09 0.13 0.04 0.0491
H -1.752 0.197 -4.921 -0.76 -0.50 -0.02 0.1257
H 0.683 -0.258 -3.276 0.17 0.21 0.07 0.0695
H 0.520 0.291 -4.931 -0.09 0.31 -0.03 0.1166
H 0.527 -2.552 -3.969 0.08 -0.21 0.11 0.0594
F 2.102 1.367 -2.947 -0.14 -0.28 1.61 -0.7060
K 2.057 1.686 -0.130 6.86 -1.85 -0.01 0.9940
C 4.069 -2.467 5.145 0.06 -0.40 -0.14 -0.1826
O 2.973 -2.332 5.999 -1.00 -0.18 1.03 -0.3198
P 2.275 -0.811 6.016 1.05 2.98 0.74 0.3471
O 2.271 -0.490 4.549 0.00 -1.15 -0.54 -0.3220
O 3.562 -0.074 6.720 -0.11 0.03 0.10 -0.3185
C 4.224 -0.528 7.906 -0.08 0.07 -0.69 -0.1720
O 1.244 0.476 6.414 -0.24 -0.16 -0.12 -0.4398
C -0.074 0.403 5.940 0.11 0.10 -0.08 -0.2263
H 4.661 -3.314 5.506 -0.02 0.07 0.03 0.0982
H 3.756 -2.664 4.120 0.08 0.18 -0.07 0.0857
H 4.685 -1.550 5.132 -0.17 -0.01 -0.22 0.0357
H 5.180 -0.957 7.599 0.06 -0.09 0.60 -0.0653
H 3.671 -1.284 8.449 -0.09 -0.07 -0.05 0.0218
H 4.406 0.327 8.551 0.06 0.04 -0.03 0.0954
H -0.531 -0.566 6.170 -0.07 0.02 0.01 0.0530
H -0.113 0.576 4.857 -0.02 -0.08 0.00 0.0579
H -0.650 1.179 6.447 0.00 0.00 0.02 0.0764
Cl 1.249 -1.357 8.196 0.29 -1.29 -0.73 0.1450
Li 6.288 -1.003 6.119 0.49 -0.14 0.79 0.5652
Br 7.905 -1.504 8.018 -0.42 0.17 -0.86 -0.5234
F 1.343 3.971 -6.693 -0.11 0.06 -0.01 -0.9044
```
Forces are in eV/Å.



Here are the calculated energy numbers, same order: -77645.0419; -55821.2566; -58385.5695; -253130.4336 (eV).